{
  "formula": "C4H12NOS",
  "method": "ωB97M-V/def2-TZVPD",
  "symbols": ["C", "C", "C", "C", "N", "O", "S", "H", "H", "H", "H", "H", "H", "H", "H", "H", "H", "H", "H"],
  "coordinates": [[2.312, 0.269, -0.692], [-1.829, -1.384, -0.287], [1.209, -0.380, 0.055], [-0.584, 0.798, -0.153], [-1.492, -0.225, 0.577], [1.108, -0.478, 1.376], [-0.235, 2.272, 0.722], [1.896, 0.173, -1.746], [3.174, -0.370, -0.510], [2.631, 1.214, -0.310], [-1.454, -1.216, -1.298], [-1.351, -2.270, 0.040], [-2.971, -1.319, -0.290], [0.801, -1.229, -0.404], [-0.877, 0.945, -1.161], [-2.144, 0.438, 0.910], [-0.910, -0.643, 1.271], [1.738, 0.093, 1.831], [-1.023, 3.311, 0.069]],
  "atomic_forces_ev_per_a": [[-0.943, -1.583, -0.483], [-3.134, 1.788, -1.150], [-2.852, 3.109, -0.527], [3.020, -1.894, 0.266], [2.710, 0.921, -2.142], [0.961, -0.625, 1.358], [-0.964, 1.528, -0.363], [1.368, 0.757, 1.038], [0.299, -0.335, -0.580], [-0.362, 1.028, -0.201], [-0.226, 0.274, 0.081], [-0.134, -0.874, 0.836], [1.630, -1.213, -0.288], [-0.297, -1.266, -0.640], [-0.541, -0.159, -0.787], [-1.935, -0.253, 1.023], [0.444, 0.514, 1.610], [-0.009, 0.152, 0.137], [0.965, -1.869, 0.812]],
  "largest_force_ev_per_a": 4.3,
  "mol_weight_da": 122.21,
  "e_homo_ev": -12.69,
  "relative_energy_kj_mol": 296.02,
  "gap_ev": 9.75,
  "total_charge": 1
}


{
  "formula": "C4H12NS",
  "method": "ωB97M-V/def2-TZVPD",
  "symbols": ["C", "C", "C", "C", "S", "N", "H", "H", "H", "H", "H", "H", "H", "H", "H", "H", "H", "H"],
  "coordinates": [[-3.462, 0.685, 0.022], [-2.911, -0.714, 0.165], [-3.515, -1.850, 0.687], [0.164, 0.607, -0.153], [-0.306, 2.414, -0.409], [6.693, -0.711, -0.392], [-3.147, 1.101, 0.954], [-4.459, 0.964, -0.228], [-2.776, 1.159, -0.787], [-1.774, -0.717, -0.124], [-3.260, -2.860, 0.648], [-4.441, -1.694, 1.249], [0.753, 0.629, 0.789], [0.796, 0.689, -1.044], [0.843, 3.068, -0.224], [6.206, -1.513, -0.565], [7.115, -0.710, 0.544], [7.480, -0.548, -1.132]],
  "atomic_forces_ev_per_a": [[3.044, -0.026, -1.655], [-1.015, -2.284, 0.611], [0.150, 3.936, -0.894], [2.379, 5.191, 1.076], [-1.452, -1.724, -1.094], [3.448, 3.453, -0.723], [0.003, 0.985, 0.809], [-0.873, -0.654, 0.008], [-1.371, -0.403, 1.303], [-0.772, -0.118, 0.421], [1.162, -1.272, -0.233], [0.050, 0.219, -0.289], [-0.801, -1.082, -0.299], [-1.008, -2.566, -1.299], [0.532, -0.201, 1.532], [-1.153, -2.584, -0.532], [-0.236, -0.207, -0.735], [-2.086, -0.662, 1.991]],
  "largest_force_ev_per_a": 5.8,
  "mol_weight_da": 106.21,
  "e_homo_ev": -11.81,
  "relative_energy_kj_mol": 858.51,
  "gap_ev": 2.52,
  "total_charge": 1
}


{
  "formula": "C4H12NS",
  "method": "ωB97M-V/def2-TZVPD",
  "symbols": ["C", "C", "C", "N", "H", "H", "H", "H", "H", "H", "H", "H", "C", "S", "H", "H", "H", "H"],
  "coordinates": [[0.333, -2.780, 0.353], [1.321, -1.676, 0.163], [2.615, -1.774, -0.078], [0.715, -0.329, 0.317], [0.794, -3.758, 0.297], [-0.223, -2.635, 1.280], [-0.381, -2.770, -0.477], [3.233, -0.895, -0.202], [3.095, -2.737, -0.161], [0.315, -0.225, 1.248], [-0.012, -0.189, -0.401], [1.397, 0.412, 0.174], [-1.576, 2.076, 0.905], [-1.451, 1.849, -0.892], [-2.088, 2.994, 1.172], [-2.121, 1.225, 1.310], [-0.606, 2.091, 1.402], [-0.429, 2.679, -1.156]],
  "atomic_forces_ev_per_a": [[-0.271, 0.417, -0.560], [0.456, -0.598, 0.260], [-0.188, 0.352, 0.013], [0.304, -0.515, -0.471], [0.230, 0.000, 0.332], [-0.003, -0.279, 0.084], [-0.167, 0.110, 0.091], [0.104, -0.005, 0.011], [-0.061, -0.038, -0.047], [-0.235, 0.093, 0.015], [-0.312, 0.389, 0.222], [0.155, 0.085, 0.024], [0.281, 0.039, 0.264], [0.042, -0.274, -0.033], [-0.133, 0.016, -0.096], [-0.205, 0.053, -0.130], [0.094, 0.065, -0.131], [-0.092, 0.088, 0.152]],
  "largest_force_ev_per_a": 0.8,
  "mol_weight_da": 106.21,
  "e_homo_ev": -13.26,
  "relative_energy_kj_mol": 88.24,
  "gap_ev": 9.80,
  "total_charge": 1
}


{
  "formula": "C4H12NS",
  "method": "ωB97M-V/def2-TZVPD",
  "symbols": ["C", "C", "N", "H", "H", "H", "H", "H", "H", "C", "S", "C", "H", "H", "H", "H", "H", "H"],
  "coordinates": [[-0.926, 0.718, 1.824], [0.867, 2.175, 1.028], [0.303, 1.020, 1.088], [-0.814, -0.112, 2.477], [-1.698, 0.490, 1.114], [-1.176, 1.640, 2.365], [0.374, 3.047, 1.555], [1.826, 2.292, 0.509], [0.792, 0.256, 0.606], [-0.747, -2.081, -0.545], [1.010, -1.619, -0.757], [0.872, -0.499, -2.190], [-1.065, -2.667, -1.431], [-1.322, -1.148, -0.475], [-0.872, -2.713, 0.359], [1.828, 0.060, -2.337], [0.706, -1.051, -3.110], [0.044, 0.193, -2.079]],
  "atomic_forces_ev_per_a": [[-0.034, 1.632, -0.387], [-1.027, 0.017, 0.860], [1.030, 1.388, 0.181], [0.441, -0.662, 0.583], [-0.398, -0.068, -0.337], [-0.175, -0.491, 0.029], [0.712, -1.065, -0.723], [-0.494, -0.079, 0.091], [-0.044, -0.801, -0.299], [0.117, -0.237, -0.451], [-0.091, 0.341, 0.119], [0.688, 0.055, -0.253], [0.052, 0.406, 0.576], [-0.120, -0.464, 0.004], [0.209, 0.508, -0.534], [-0.743, -0.470, 0.385], [-0.048, -0.228, -0.011], [-0.075, 0.218, 0.166]],
  "largest_force_ev_per_a": 1.7,
  "mol_weight_da": 106.21,
  "e_homo_ev": -12.65,
  "relative_energy_kj_mol": 106.04,
  "gap_ev": 7.71,
  "total_charge": 1
}


{
  "formula": "C4H12NS",
  "method": "ωB97M-V/def2-TZVPD",
  "symbols": ["C", "C", "C", "C", "N", "S", "H", "H", "H", "H", "H", "H", "H", "H", "H", "H", "H", "H"],
  "coordinates": [[2.051, 0.613, 0.008], [1.535, -2.198, 0.513], [-3.564, 1.400, -1.778], [1.842, 0.031, 1.344], [1.708, -1.285, 1.543], [-2.692, 1.942, -0.188], [1.819, 1.616, -0.129], [3.105, 0.676, -0.240], [1.597, -0.065, -0.686], [0.439, -2.225, 0.071], [2.139, -2.169, -0.320], [1.720, -3.213, 0.840], [-3.161, 1.774, -2.737], [-4.570, 1.674, -1.608], [-3.603, 0.299, -1.892], [1.920, 0.668, 2.170], [-3.813, 1.928, 0.618], [1.529, -1.466, 2.470]],
  "atomic_forces_ev_per_a": [[1.254, -1.849, 0.354], [-3.741, -2.334, 0.165], [0.709, -0.511, 0.400], [-0.604, 2.257, -1.097], [1.221, 0.564, -0.980], [-0.849, -0.602, -1.436], [-1.364, 1.779, 0.018], [0.777, -0.522, -0.281], [-0.335, 0.148, -1.005], [1.518, 0.161, 0.703], [1.743, 1.051, -1.700], [-0.204, -0.259, 0.530], [0.294, 0.336, 0.956], [-1.102, 0.593, -0.070], [0.497, 0.238, 0.613], [0.169, 0.456, 1.293], [0.531, -0.084, -0.437], [-0.512, -1.423, 1.974]],
  "largest_force_ev_per_a": 4.4,
  "mol_weight_da": 106.21,
  "e_homo_ev": [-7.75, -12.39],
  "relative_energy_kj_mol": 123.53,
  "spin_multiplicity": 3,
  "gap_ev": [3.15, 2.91],
  "total_charge": 1
}


{
  "formula": "C4H12NS2",
  "method": "ωB97M-V/def2-TZVPD",
  "symbols": ["C", "C", "C", "C", "N", "S", "S", "H", "H", "H", "H", "H", "H", "H", "H", "H", "H", "H", "H"],
  "coordinates": [[-2.211, 1.216, 0.087], [0.742, 0.638, 0.039], [-1.278, 0.311, -0.647], [1.549, -0.407, -0.343], [1.400, -1.492, 0.739], [-1.494, -1.531, -0.359], [3.393, -0.019, -0.430], [-2.320, 0.922, 1.096], [-1.977, 2.196, -0.114], [-3.292, 1.030, -0.194], [0.688, 0.915, 1.114], [0.800, 1.527, -0.563], [-1.186, 0.502, -1.778], [1.160, -0.754, -1.268], [1.741, -1.203, 1.596], [2.058, -2.331, 0.410], [0.399, -1.813, 0.859], [-2.124, -2.004, -1.365], [3.252, 0.996, 0.401]],
  "atomic_forces_ev_per_a": [[-1.971, -2.832, -0.805], [-5.931, 3.855, 0.802], [2.547, -1.149, -0.861], [2.854, -2.284, 0.659], [0.431, -3.624, -3.722], [0.964, 1.803, 1.947], [-1.137, -0.649, -0.517], [0.653, 0.213, 1.500], [0.496, 2.407, 0.008], [1.109, 0.236, -0.551], [-0.037, -0.272, -0.701], [0.408, 0.296, -0.153], [0.052, -0.198, 1.864], [0.304, -1.125, -0.909], [1.088, 1.091, 2.239], [-2.001, 1.906, 1.118], [0.992, 0.151, -0.547], [-0.942, -0.306, -1.793], [0.121, 0.482, 0.423]],
  "largest_force_ev_per_a": 7.1,
  "mol_weight_da": 138.28,
  "e_homo_ev": -13.04,
  "relative_energy_kj_mol": 314.64,
  "gap_ev": 9.75,
  "total_charge": 1
}


{
  "formula": "C4H12O",
  "method": "ωB97M-V/def2-TZVPD",
  "symbols": ["C", "C", "O", "H", "H", "H", "H", "H", "H", "C", "C", "H", "H", "H", "H", "H", "H"],
  "coordinates": [[-0.915, -1.189, 2.558], [-0.436, -0.972, 1.113], [-1.113, -1.800, 0.187], [-0.080, -1.138, 3.259], [-1.397, -2.160, 2.645], [-1.640, -0.467, 2.929], [-0.594, 0.048, 0.782], [0.632, -1.210, 1.163], [-1.208, -2.664, 0.558], [0.703, 2.164, -2.039], [0.980, 0.694, -1.763], [1.616, 2.736, -1.843], [0.337, 2.400, -3.034], [0.009, 2.658, -1.349], [1.871, 0.504, -1.212], [1.073, 0.161, -2.704], [0.162, 0.235, -1.250]],
  "atomic_forces_ev_per_a": [[-0.199, 0.381, 0.161], [0.014, -0.530, 1.064], [-0.035, 0.884, -0.575], [0.025, -0.165, -0.064], [0.122, -0.227, 0.092], [-0.171, 0.140, -0.290], [0.150, 0.100, -0.001], [0.082, 0.198, -0.621], [-0.014, -0.786, 0.329], [0.535, 1.059, 0.830], [-0.799, 0.083, -1.019], [0.042, 0.038, -0.514], [0.115, -0.214, -0.156], [-0.190, -0.512, 0.045], [0.692, 0.086, 0.539], [0.115, -0.153, -0.134], [-0.483, -0.383, 0.315]],
  "largest_force_ev_per_a": 1.4,
  "mol_weight_da": 76.14,
  "e_homo_ev": -10.31,
  "relative_energy_kj_mol": 71.02,
  "gap_ev": 11.32
}


{
  "formula": "C4H12O",
  "method": "ωB97M-V/def2-TZVPD",
  "symbols": ["C", "C", "O", "H", "H", "H", "H", "H", "H", "C", "C", "H", "H", "H", "H", "H", "H"],
  "coordinates": [[-1.319, -0.353, -3.337], [-2.464, -0.157, -2.222], [-2.108, -0.099, -0.913], [-0.891, -1.369, -3.326], [-1.811, 0.122, -4.280], [-0.432, 0.017, -2.827], [-3.304, -1.042, -2.304], [-3.040, 0.635, -2.600], [-2.591, -0.725, -0.286], [2.600, 0.926, 3.229], [1.977, -0.229, 2.427], [3.654, 0.895, 3.136], [2.008, 1.097, 4.137], [2.278, 1.751, 2.561], [0.949, 0.108, 2.053], [2.562, -0.375, 1.540], [1.931, -1.202, 3.012]],
  "atomic_forces_ev_per_a": [[-1.468, -0.117, 1.989], [-2.156, -4.728, -2.739], [0.545, -0.345, 3.072], [-1.227, -0.269, -1.006], [1.892, -1.067, 1.428], [0.129, 1.748, -0.748], [1.993, 1.607, -0.300], [-0.615, 1.870, 0.217], [0.912, 1.302, -1.907], [-2.809, 0.542, -2.113], [-1.297, -0.523, 0.734], [1.049, -0.012, 1.112], [1.154, -0.148, 0.268], [0.547, 0.263, 0.602], [1.174, -0.883, 0.732], [0.326, -0.349, -0.506], [-0.149, 1.110, -0.836]],
  "largest_force_ev_per_a": 5.9,
  "mol_weight_da": 76.14,
  "e_homo_ev": -10.16,
  "relative_energy_kj_mol": 215.29,
  "gap_ev": 10.94
}